C10H10MnN2O7P2Se2 as an isolated structure at a distorted geometry, computed with wB97M-V/def2-TZVPD.

```
34
Properties=species:S:1:pos:R:3:forces:R:3:mulliken_spin:R:1
Mn 0.208 0.244 -0.337 0.83 0.77 0.03 0.967
Se 1.156 2.246 -1.311 0.53 -0.20 0.95 -0.049
Se 2.338 1.306 0.957 -0.03 0.26 -0.78 0.084
C 2.917 -0.259 0.040 0.00 -0.15 -0.01 -0.017
C 4.198 -0.789 0.074 0.04 0.11 0.05 0.004
C 4.430 -1.973 -0.604 -0.03 -0.07 -0.03 -0.011
C 3.392 -2.584 -1.299 0.06 0.08 0.06 0.013
C 2.147 -1.986 -1.292 0.00 -0.03 0.00 -0.005
N 1.927 -0.848 -0.631 -0.48 -0.24 -0.23 0.013
C -0.340 2.851 -0.279 -0.32 -0.07 0.37 0.006
C -0.875 4.119 -0.177 0.13 -0.07 -0.12 -0.006
C -1.983 4.270 0.650 -0.10 -0.07 0.06 0.004
C -2.495 3.182 1.340 -0.03 0.16 -0.02 -0.002
C -1.895 1.942 1.184 0.16 -0.05 -0.11 0.007
N -0.843 1.805 0.384 -0.46 0.07 0.00 -0.019
H 4.979 -0.283 0.623 0.02 0.00 -0.01 0.001
H 5.416 -2.418 -0.593 0.00 0.01 0.01 -0.001
H 3.542 -3.510 -1.835 0.01 -0.01 0.00 0.001
H 1.295 -2.412 -1.808 -0.01 0.03 0.01 -0.002
H -0.449 4.948 -0.721 0.00 0.02 0.00 0.000
H -2.445 5.243 0.754 0.01 0.00 0.01 0.000
H -3.355 3.283 1.986 0.00 0.02 0.00 0.000
H -2.241 1.044 1.683 0.01 0.00 -0.04 0.000
O -3.382 -0.514 -0.522 -0.25 -0.03 0.20 0.002
P -2.289 -1.232 -1.432 0.45 0.38 -0.26 0.003
O -2.779 -1.748 -2.704 -0.10 -0.17 -0.02 0.001
O -1.115 -0.219 -1.534 -0.56 -0.71 -0.48 0.012
O -1.735 -2.405 -0.452 0.01 -0.11 0.15 0.001
P -1.370 -2.079 1.098 0.09 0.34 -0.28 -0.001
O -0.657 -3.418 1.569 0.04 -0.18 0.06 0.000
O -2.616 -1.793 1.847 -0.06 0.05 -0.01 0.000
O -0.281 -1.024 1.053 -0.02 -0.20 0.46 -0.007
H -3.501 -0.959 0.345 0.07 0.06 -0.05 0.000
H -1.298 -4.033 1.944 0.00 0.01 0.01 0.000
```
Forces are in eV/Å.

Output
lowest unoccupied orbital energy (spin up / spin down)	-2.614 / -2.631	eV
spin multiplicity	2
gap between HOMO and LUMO (spin up / spin down)	5.55 / 5.40	eV


One molecule with the formula C10H10N2 at a distorted geometry, computed with wB97M-V/def2-TZVPD.

```
22
Properties=species:S:1:pos:R:3:forces:R:3:nbo_charge:R:1
C -2.414 -0.272 0.637 0.84 1.83 0.03 -0.370
C -3.408 0.589 1.008 -1.59 -0.79 -0.61 -0.016
C -1.202 0.596 0.634 -1.32 -1.13 -0.05 0.121
C 1.461 -1.020 -2.096 0.73 -3.45 0.03 -0.256
C 1.650 0.379 -2.135 -0.28 3.39 0.23 -0.312
C 0.863 -1.789 -1.143 0.42 -0.25 -1.24 -0.117
C 1.129 1.230 -1.265 -1.87 -4.12 3.27 -0.046
C 1.155 -0.762 1.221 -1.69 0.63 -1.77 -0.391
C 0.236 -1.361 0.112 0.74 0.53 -0.46 -0.329
C 0.152 0.089 0.362 2.34 1.17 -2.63 -0.039
N -1.512 1.845 0.837 -1.70 0.60 1.41 -0.265
N -2.930 1.856 1.078 2.25 -1.26 -0.56 -0.387
H -2.555 -1.227 0.163 0.11 -0.19 0.49 0.228
H -4.512 0.348 1.079 1.57 0.57 0.07 0.220
H 2.011 -1.535 -2.926 -0.98 0.19 0.72 0.214
H 2.163 0.848 -2.990 -0.07 -0.52 0.20 0.223
H 0.683 -2.878 -1.276 0.76 0.78 -0.47 0.206
H 0.865 2.146 -0.839 0.25 1.48 -0.39 0.233
H 0.908 -0.867 2.256 -0.11 -0.30 0.40 0.223
H 2.218 -0.759 0.940 -0.64 0.29 0.22 0.232
H -0.654 -1.966 0.216 0.09 -0.03 1.15 0.224
H -3.328 2.561 1.661 0.14 0.57 -0.01 0.405
```
Forces are in eV/Å.

Output
lowest unoccupied orbital energy	0.760	eV
gap between HOMO and LUMO	9.01	eV


One molecule with the formula C10H10N2 at a distorted geometry, computed with wB97M-V/def2-TZVPD.

```
22
Properties=species:S:1:pos:R:3:forces:R:3:nbo_charge:R:1
C 2.904 1.796 -2.039 6.64 5.40 -3.26 0.278
C 1.833 1.000 -1.406 0.46 1.79 -1.12 -0.173
C 2.433 0.017 -0.690 -0.72 -3.56 2.82 -0.155
C 1.618 -0.544 0.395 -0.17 1.41 -2.87 -0.179
C 0.240 -0.375 0.564 2.25 0.40 -1.81 -0.014
C -0.508 -1.254 1.548 0.90 2.93 0.99 -0.437
C -1.984 -1.345 1.079 -0.08 1.85 3.45 -0.247
C -1.873 0.537 -0.393 -0.47 -1.12 -2.38 -0.253
C -0.333 0.485 -0.415 -0.98 -0.25 0.59 -0.025
C 0.415 1.265 -1.296 0.22 -1.45 -0.33 -0.196
H 3.409 -0.594 -0.946 -1.75 2.24 0.68 0.255
H 2.128 -1.210 0.974 1.15 -1.95 1.71 0.195
H 0.208 -2.070 1.743 -1.14 -0.30 0.08 0.236
H -0.510 -0.538 2.534 -0.15 -2.08 -1.84 0.204
H -2.225 -1.934 0.202 -0.08 -0.36 0.35 0.219
H -2.548 -1.418 2.047 0.06 -1.97 -1.14 0.224
H -1.992 0.620 1.718 -1.26 -1.19 -2.14 0.346
H -2.380 -0.255 -1.180 1.54 1.95 1.51 0.194
H -2.116 1.548 -0.835 -0.57 -0.90 1.23 0.218
H -0.197 1.740 -2.090 0.99 0.41 0.66 0.235
N 3.916 2.476 -2.401 -8.25 -5.55 2.83 -0.324
N -2.438 0.054 0.886 1.41 2.29 0.00 -0.601
```
Forces are in eV/Å.

Output
lowest unoccupied orbital energy	0.024	eV
SMILES string	N#Cc1ccc2c(c1)CNCC2
gap between HOMO and LUMO	9.23	eV


A 2-piece molecular cluster, C10H10N2 overall at a distorted geometry, computed with wB97M-V/def2-TZVPD.

```
22
Properties=species:S:1:pos:R:3:forces:R:3:nbo_charge:R:1
C 0.043 0.974 2.018 -0.41 -2.83 0.67 0.081
C -1.139 0.268 2.467 2.52 0.12 -1.51 -0.270
C -1.353 -1.070 2.380 2.23 -2.92 0.91 -0.167
C -0.080 -1.950 2.127 -0.97 3.95 -1.58 -0.267
C 1.072 -1.133 1.866 -1.08 -0.60 -0.64 0.008
C 1.439 1.473 -2.163 -0.88 -1.39 3.79 0.052
C 0.699 0.868 -1.024 5.37 2.67 2.10 -0.277
C -0.373 0.113 -1.133 -2.29 -3.60 -4.02 -0.240
C -0.838 -0.137 -2.478 0.77 2.41 -0.20 -0.231
C -0.144 0.627 -3.476 -3.55 -3.56 -1.30 0.015
H 0.075 2.054 1.898 -0.11 -0.16 0.00 0.210
H -1.893 0.892 2.705 -2.76 1.77 0.97 0.207
H -2.363 -1.456 2.749 1.64 0.22 -0.94 0.233
H 0.012 -2.981 1.670 -0.60 1.03 1.48 0.243
H 1.988 -1.766 1.630 -0.89 1.57 0.19 0.206
H 2.440 1.930 -1.838 -1.57 -0.43 -1.34 0.203
H 1.195 0.837 0.072 -0.70 0.71 -3.43 0.261
H -0.639 -0.736 -0.536 -0.32 0.55 1.61 0.220
H -1.705 -0.805 -2.733 1.11 0.85 0.25 0.220
H -0.531 0.444 -4.522 0.59 0.50 1.01 0.178
N 1.116 0.281 1.694 0.18 -2.54 1.92 -0.454
N 0.981 1.272 -3.371 1.69 1.71 0.07 -0.431
```
Forces are in eV/Å.

Output
lowest unoccupied orbital energy	0.196	eV
SMILES string	c1ccncc1.c1ccncc1
gap between HOMO and LUMO	9.07	eV


A 2-piece molecular cluster, C10H10N2O2 overall at a distorted geometry, computed with wB97M-V/def2-TZVPD.

```
24
Properties=species:S:1:pos:R:3:forces:R:3:nbo_charge:R:1
C -1.321 -1.781 0.824 -0.77 -1.85 1.75 -0.213
C -2.114 -1.871 -0.411 -1.21 0.52 4.43 -0.277
C -1.392 -2.252 -1.452 -0.72 -3.07 -5.35 -0.230
C -0.130 -2.905 -1.331 0.87 -0.75 0.07 -0.212
C 0.490 -3.127 -0.113 -3.55 3.34 0.87 -0.198
C -0.071 -2.415 1.027 -1.29 -0.37 0.63 -0.245
C 1.713 1.273 0.801 -1.93 0.62 0.56 0.659
C 0.677 0.237 0.467 0.98 -2.88 0.24 -0.412
C -0.555 0.380 -0.111 2.91 2.75 1.36 0.052
C -0.049 2.686 -0.359 2.71 0.63 0.03 0.778
H -1.705 -1.157 1.693 0.24 -1.10 -1.19 0.226
H -3.211 -1.487 -0.299 2.24 -0.74 -0.89 0.245
H -1.892 -2.409 -2.538 1.14 0.80 2.61 0.225
H 0.392 -3.368 -2.203 -0.85 0.69 0.53 0.226
H 1.400 -3.558 -0.046 2.67 -1.64 0.17 0.213
H 0.395 -2.305 2.130 -0.87 -0.52 -2.97 0.257
H 1.766 3.296 0.420 -0.15 0.33 -0.32 0.423
H 0.954 -0.828 0.722 -0.07 2.13 -0.25 0.244
H -1.337 -0.314 -0.242 0.62 0.37 -0.20 0.251
H -2.029 1.983 -0.567 4.31 -1.44 0.19 0.436
N 1.264 2.462 0.155 0.24 -1.78 1.13 -0.647
N -0.919 1.637 -0.446 -4.27 2.81 -0.75 -0.610
O 2.636 1.214 1.624 -1.62 0.00 -2.26 -0.586
O -0.216 3.801 -0.760 -1.65 1.15 -0.38 -0.606
```
Forces are in eV/Å.

Output
lowest unoccupied orbital energy	0.300	eV
SMILES string	O=c1cc[nH]c(=O)[nH]1.c1ccccc1
gap between HOMO and LUMO	9.17	eV


A 2-piece molecular cluster, C10H10N2O2 overall at a distorted geometry, computed with wB97M-V/def2-TZVPD.

```
24
Properties=species:S:1:pos:R:3:forces:R:3:nbo_charge:R:1
C -2.217 0.683 0.394 0.32 0.06 3.40 -0.227
C -1.991 0.235 -0.876 -1.05 2.55 -2.28 -0.226
C -1.230 -0.862 -1.117 1.61 -1.58 0.04 -0.205
C -0.545 -1.383 -0.021 -2.04 -0.82 -1.96 -0.216
C -0.773 -0.995 1.273 0.51 -1.96 -0.39 -0.214
C -1.633 0.015 1.508 -1.10 0.64 -1.51 -0.219
C 1.808 -0.500 0.794 0.46 3.13 -1.46 0.673
C 0.984 0.656 1.261 1.85 0.94 -1.86 -0.352
C 0.791 1.511 0.222 -1.72 -1.48 1.46 0.017
C 1.698 0.153 -1.633 -0.91 -0.69 -1.87 0.771
H -2.721 1.584 0.773 -0.14 -0.19 -1.30 0.224
H -2.224 0.903 -1.750 -0.49 -0.86 0.90 0.212
H -0.992 -1.326 -2.110 -0.49 0.98 0.90 0.242
H 0.057 -2.193 -0.302 1.16 -1.12 0.34 0.218
H -0.109 -1.519 1.942 -0.44 0.26 0.93 0.241
H -1.636 0.462 2.464 -0.65 0.36 1.02 0.205
H 2.815 -1.397 -0.736 -1.20 2.29 -0.15 0.435
H 0.477 0.871 2.250 1.60 -0.61 -1.33 0.263
H 0.002 2.190 0.562 0.59 0.82 -1.47 0.225
H 0.189 1.755 -1.772 3.52 -2.48 1.83 0.441
N 2.276 -0.470 -0.597 1.55 -3.11 1.89 -0.668
N 0.983 1.183 -1.136 -4.10 5.31 -1.11 -0.622
O 2.280 -1.361 1.424 0.91 -3.02 2.56 -0.583
O 1.711 -0.195 -2.817 0.27 0.58 1.39 -0.635
```
Forces are in eV/Å.

Output
lowest unoccupied orbital energy	0.374	eV
SMILES string	O=c1cc[nH]c(=O)[nH]1.c1ccccc1
gap between HOMO and LUMO	9.11	eV


C10H10N2O2Pb as an isolated structure, computed with wB97M-V/def2-TZVPD.

```
25
Properties=species:S:1:pos:R:3:forces:R:3:nbo_charge:R:1
Pb -0.923 0.935 -1.265 -0.34 0.13 0.21 1.280
C -0.530 2.364 -3.670 -0.06 -0.07 -0.16 -0.322
C 0.482 1.408 -3.423 0.04 -0.15 -0.10 -0.365
C 1.244 1.863 -2.310 0.13 0.01 0.13 -0.382
C 0.678 3.083 -1.877 0.03 -0.04 0.05 -0.329
C -0.413 3.383 -2.721 0.04 0.09 0.05 -0.306
H -1.264 2.308 -4.459 -0.02 0.00 -0.01 0.231
H 0.707 0.542 -4.026 -0.01 -0.01 -0.01 0.241
H 2.137 1.402 -1.918 0.01 -0.03 0.02 0.249
H 1.045 3.689 -1.064 0.00 0.01 0.02 0.238
H -1.045 4.254 -2.647 -0.01 0.01 0.01 0.229
C 1.160 -1.882 3.642 0.00 0.00 0.00 -0.393
N 0.250 -1.761 2.515 -0.14 0.02 0.03 -0.420
C -0.785 -2.628 2.329 0.00 0.05 -0.04 0.099
C -1.631 -2.536 1.285 0.06 0.03 0.02 -0.403
C -1.395 -1.481 0.329 0.10 0.07 -0.08 0.616
O -2.081 -1.318 -0.712 0.23 0.04 0.18 -0.715
N -0.368 -0.614 0.560 -0.26 -0.10 -0.25 -0.747
C 0.471 -0.698 1.625 0.32 -0.12 -0.20 0.766
O 1.412 0.057 1.810 -0.14 0.04 0.12 -0.650
H 0.868 -2.749 4.230 0.01 0.00 0.02 0.198
H 1.119 -0.986 4.258 0.02 -0.01 0.00 0.218
H 2.182 -2.004 3.288 -0.01 0.01 0.01 0.220
H -0.879 -3.402 3.079 0.00 0.00 0.00 0.209
H -2.442 -3.230 1.142 -0.01 0.00 0.00 0.238
```
Forces are in eV/Å.

Output
lowest unoccupied orbital energy	-0.019	eV
gap between HOMO and LUMO	8.76	eV


One molecule with the formula C10H10N4O2S at a distorted geometry, computed with wB97M-V/def2-TZVPD.

```
27
Properties=species:S:1:pos:R:3:forces:R:3:nbo_charge:R:1
C -3.794 -0.484 1.441 -5.32 -6.82 -10.14 -0.581
C -3.379 0.337 0.174 -10.01 1.49 4.71 0.065
N -4.169 1.369 -0.293 -1.57 -2.32 3.82 -0.021
O -3.670 1.849 -1.325 2.80 -0.05 -3.08 -0.073
N -2.498 1.163 -1.693 -0.60 -0.52 2.76 -0.151
C -2.414 0.295 -0.610 6.11 0.17 -7.09 0.223
N -1.276 -0.464 -0.463 3.00 15.88 -5.45 -0.568
C -1.038 -1.612 -0.361 1.62 -12.77 3.88 0.674
O -1.950 -2.323 0.078 0.29 -1.98 -0.63 -0.675
C 0.460 -2.156 -0.320 -1.69 16.38 -2.73 -0.481
H 0.373 -2.989 -0.445 -1.31 -17.02 -1.73 0.171
H 0.813 -1.762 0.531 1.67 0.81 3.26 0.247
S 1.462 -1.523 -1.717 0.62 1.58 1.48 0.031
C 2.379 -0.079 -0.614 2.26 -1.56 -10.98 0.284
N 2.103 -0.121 0.517 -1.85 1.29 11.52 -0.503
C 2.730 0.728 1.499 3.17 -0.10 -7.64 0.043
C 3.793 1.442 0.893 -2.02 3.24 6.69 -0.244
C 3.969 1.482 -0.445 4.81 3.70 -4.57 -0.198
C 3.401 0.742 -1.360 -5.41 -2.61 12.73 -0.195
H 3.421 0.586 -2.241 1.02 -1.08 -11.42 0.193
H 4.699 2.172 -1.074 -0.83 -0.72 2.49 0.229
H 4.175 2.390 1.626 -0.41 -2.97 -2.29 0.228
H 2.554 0.879 2.484 -1.34 -0.43 2.75 0.214
H -0.495 0.134 -0.988 -1.49 -1.77 1.46 0.408
H -3.152 -0.082 1.921 7.95 3.55 8.11 0.182
H -4.776 -0.251 1.672 -1.73 0.64 0.68 0.221
H -3.721 -1.723 1.113 0.25 3.99 1.44 0.277
```
Forces are in eV/Å.

Output
lowest unoccupied orbital energy	-0.153	eV
SMILES string	Cc1nonc1NC(=O)CSc1ccccn1
gap between HOMO and LUMO	8.65	eV


Which energy relative to the best compared isomer or geometry (same formula, charge and spin) belongs to each record? In order, 6.75 157.43 105.10 107.96 102.05 79.64 0.00 302.46 kcal/mol.
Which E_tot belongs to each record? In order, -7660.10950 -496.34621 -496.42961 -496.42505 -646.93935 -646.97507 -839.92554 -1154.30579 a.u..